(1)
40
Properties=species:S:1:pos:R:3:forces:R:3:lowdin_charge:R:1 method="wB97M-V/def2-TZVPD" gap_ev=8.656 e_above_lowest_ev=0.871 e_homo_ev=-8.1792 total_energy_ev=-22414.2979
C 2.805 3.804 1.641 0.0280 -0.2183 -0.0890 -0.11
C 2.301 2.498 1.040 -0.1130 0.1734 0.1121 -0.25
C 0.769 2.452 1.009 0.1741 -0.1026 0.0266 -0.15
C 0.283 1.172 0.395 -0.2092 -0.0722 -0.1547 -0.22
N 0.009 1.263 -0.894 0.0659 0.2895 -0.0819 0.17
C -0.395 0.200 -1.588 0.0629 -0.2563 0.0444 -0.27
N -0.575 0.449 -2.908 -0.0169 0.3636 -0.1341 0.05
C -1.100 -0.443 -3.905 -0.3471 -0.3879 -0.0812 -0.17
C -2.627 -0.676 -3.778 0.2477 0.1671 0.2074 -0.27
O -3.023 -1.906 -4.305 -0.0623 -0.4705 -0.2730 -0.08
C -0.564 -1.051 -0.951 0.3687 1.0302 0.3713 -0.10
C -1.066 -2.182 -1.609 -0.3869 -0.8106 -0.3550 -0.20
N -1.508 -3.121 -2.110 0.0547 -0.0900 0.0590 0.20
C -0.267 -1.153 0.421 -0.0137 0.2394 -0.1335 -0.10
C 0.162 -0.028 1.115 -0.0456 -0.1968 -0.0696 -0.10
C 0.488 -0.096 2.582 -0.0638 -0.0142 0.1606 -0.15
C -0.108 -1.328 3.255 0.2901 -0.0095 -0.0041 -0.19
C 0.238 -2.566 2.442 -0.2636 0.0587 0.0292 -0.19
C -0.457 -2.485 1.089 0.1546 -0.1579 0.1806 -0.14
H 2.449 4.652 1.062 -0.0195 0.1302 -0.0298 0.07
H 3.892 3.825 1.647 0.0925 0.0834 0.0365 0.07
H 2.454 3.915 2.664 -0.0162 0.0644 0.1134 0.07
H 2.675 2.393 0.020 0.0077 -0.0891 -0.0127 0.11
H 2.683 1.658 1.624 0.0359 -0.0732 -0.0513 0.10
H 0.379 2.576 2.020 -0.0072 0.0441 0.0301 0.11
H 0.407 3.275 0.392 -0.0575 -0.0310 0.0570 0.12
H -0.506 1.430 -3.134 0.0613 -0.0705 0.0890 0.14
H -0.868 -0.028 -4.887 0.0518 -0.0597 0.0708 0.12
H -0.593 -1.409 -3.828 -0.0759 0.1591 -0.1798 0.11
H -3.175 0.086 -4.338 0.0481 0.0336 0.1224 0.12
H -2.910 -0.591 -2.718 0.0324 0.0826 -0.1047 0.11
H -2.653 -2.615 -3.751 -0.0883 0.1895 -0.0725 0.04
H 1.576 -0.118 2.701 0.0045 0.0498 0.1154 0.12
H 0.127 0.804 3.084 0.0829 -0.0009 0.0035 0.11
H -1.194 -1.226 3.316 -0.0548 0.0022 0.0490 0.12
H 0.279 -1.412 4.272 -0.0702 0.0238 0.0110 0.11
H 1.320 -2.617 2.300 0.0525 -0.0447 0.0225 0.12
H -0.076 -3.472 2.962 0.0653 -0.0218 -0.0333 0.11
H -1.532 -2.647 1.222 0.0249 -0.0496 -0.0560 0.14
H -0.099 -3.280 0.429 -0.0945 0.0426 0.0043 0.12

(2)
14
Properties=species:S:1:pos:R:3:forces:R:3:lowdin_charge:R:1 method="wB97M-V/def2-TZVPD" gap_ev=10.442 e_above_lowest_ev=0.424 e_homo_ev=-9.6622 total_energy_ev=-8731.2557
H -2.269 -1.363 -1.667 0.0184 0.0626 0.0347 0.06
N -1.717 -0.630 -1.230 0.1093 -0.2310 0.1315 0.14
C -0.899 -1.122 -0.381 -0.0711 0.1972 -0.1052 -0.47
C -0.846 -2.559 -0.085 -0.1084 -0.9644 0.0970 -0.14
N -0.881 -3.701 0.090 0.1011 1.1075 -0.1080 0.16
N 0.008 -0.367 0.293 -0.0976 -0.1343 0.0597 0.01
C 0.054 1.079 0.148 -0.0115 0.1117 -0.0645 -0.25
C 1.473 1.557 0.411 0.0541 0.0131 0.0032 -0.10
H 0.492 -0.779 1.076 -0.0673 -0.0190 -0.1350 0.14
H -0.244 1.318 -0.876 0.0143 -0.0962 0.1379 0.11
H -0.683 1.557 0.810 0.1744 -0.0556 -0.0760 0.12
H 2.147 1.052 -0.288 0.0095 0.1199 0.1202 0.08
H 1.796 1.323 1.433 -0.0504 0.0429 -0.1349 0.07
H 1.569 2.637 0.266 -0.0748 -0.1543 0.0395 0.07

(3)
152
Properties=species:S:1:pos:R:3:forces:R:3:lowdin_charge:R:1 method="wB97M-V/def2-TZVPD" gap_ev=4.586 charge=-1 e_homo_ev=-3.1963 total_energy_ev=-181559.8952
C -0.360 -6.367 -1.043 -0.1975 0.0555 0.4007 0.03
C -0.426 -6.295 0.303 -0.5948 0.3650 -1.1410 -0.06
C -1.800 -6.044 0.969 1.5480 -0.1166 -0.4233 -0.49
O -1.957 -6.321 2.124 -0.3937 0.1847 0.0777 0.12
O -2.801 -5.526 0.168 0.7433 0.1902 0.4994 -0.06
C -3.084 -4.141 0.534 -0.3843 0.6028 0.0630 -0.17
C -1.927 -3.169 0.157 -0.5136 0.5758 0.0681 -0.17
C -1.926 -2.690 -1.347 -0.1115 0.4289 0.0558 -0.18
C -0.494 -2.594 -1.994 -0.0867 -0.0757 0.1621 -0.23
C 0.192 -1.187 -1.700 -0.5933 -1.8942 0.6490 -0.25
C 0.580 -1.199 -0.174 -0.5926 0.3439 -0.6011 -0.25
Ga 1.812 0.301 0.462 0.4551 -0.5794 0.7849 0.30
C 2.962 -0.523 2.006 0.7627 -0.4971 -1.3034 -0.27
C 3.805 -1.673 1.314 -0.3133 0.4220 0.6148 -0.42
C 4.669 -2.518 2.328 0.2330 0.7833 -1.5573 -0.63
I 3.540 -4.298 2.872 0.4424 0.4444 0.2309 0.61
C 3.170 0.979 -0.915 1.8169 1.6414 -1.9560 -0.18
C 3.520 2.405 -1.089 0.7541 -2.7477 -1.0444 -0.08
C 4.527 2.711 -2.070 -0.6610 1.3340 1.0630 -0.21
N 5.233 1.898 -2.875 -0.8432 -0.8391 0.4473 0.00
C 4.923 0.582 -2.772 -1.0812 -0.0586 1.4595 -0.16
C 3.939 0.128 -1.828 -0.3288 0.2488 0.3430 -0.10
P 0.392 1.949 1.349 -0.7356 0.7178 -0.3035 0.80
C -0.434 1.062 2.819 0.0453 -0.3873 0.2726 -0.47
C -1.833 0.435 2.436 0.4585 -0.3926 0.4822 -0.18
C 1.323 3.380 2.148 0.1838 0.0218 1.4382 -0.48
C 2.070 2.956 3.477 -0.0916 -0.0823 -0.4020 -0.18
H 0.556 -6.696 -1.581 -0.7310 0.5659 0.4963 0.07
H -1.264 -6.083 -1.629 0.8172 -0.5284 0.3987 0.08
H 0.495 -6.375 0.922 -1.1367 -0.2794 -0.1916 0.11
H -3.352 -4.083 1.624 0.5141 -0.2100 -0.8380 0.13
H -4.021 -3.870 -0.013 0.8494 -0.2862 0.2198 0.11
H -2.085 -2.256 0.791 0.2041 -0.8850 -0.4544 0.08
H -0.921 -3.566 0.425 -0.8265 0.0805 -0.0667 0.10
H -2.640 -3.306 -1.959 0.7646 0.2538 0.4962 0.11
H -2.356 -1.650 -1.354 0.2446 -0.8994 -0.0549 0.10
H -0.545 -2.825 -3.088 -0.0685 0.2958 0.6544 0.09
H 0.141 -3.400 -1.529 -0.4239 0.6669 -0.5448 0.09
H 1.081 -1.110 -2.367 -0.6357 0.3610 0.4351 0.09
H -0.602 -0.427 -1.889 0.9467 -0.1433 -0.1188 0.10
H -0.383 -1.078 0.396 0.9236 -0.1228 -0.3588 0.03
H 0.970 -2.221 0.063 -0.1127 0.7802 -0.0213 0.05
H 3.688 0.273 2.299 -0.5972 -0.5962 0.3384 0.04
H 2.331 -0.909 2.843 0.5805 0.3204 -0.4091 0.03
H 3.136 -2.342 0.711 0.6478 0.4269 0.5383 0.05
H 4.517 -1.213 0.576 -0.5673 -0.3067 0.6779 0.09
H 5.594 -2.839 1.782 -0.7909 -0.1698 0.8251 0.04
H 4.941 -1.890 3.203 -0.3682 -0.8076 -0.3550 0.05
H 3.049 3.200 -0.480 0.3839 -0.5326 -0.5593 0.07
H 4.780 3.798 -2.161 -0.1030 -0.9359 -0.0591 0.09
H 5.460 -0.182 -3.395 -0.5476 1.1663 0.6414 0.09
H 3.758 -0.971 -1.773 0.1959 0.9086 -0.1443 0.07
H -0.564 1.763 3.680 0.1555 -0.3444 -0.7694 0.06
H 0.241 0.246 3.193 -0.5635 0.6895 -0.2475 0.04
H -1.712 -0.672 2.279 -0.1271 0.9962 -0.1810 0.05
H -2.554 0.520 3.292 0.5241 0.1193 -0.8062 0.05
H -2.249 0.916 1.520 0.1981 -0.4599 0.7267 0.04
H 2.047 3.902 1.481 -0.6484 -0.6100 0.0893 0.05
H 0.548 4.142 2.431 0.7082 -0.5180 -0.3310 0.04
H 1.350 2.953 4.325 0.6913 0.1272 -0.5887 0.04
H 2.944 3.620 3.702 -0.8024 -0.3468 -0.0045 0.07
H 2.474 1.917 3.402 -0.2822 0.7539 -0.0427 0.05
C 6.182 -2.708 -5.335 0.2862 0.6047 -0.3165 -0.12
C 5.940 -4.185 -5.346 0.0943 -0.4391 -0.2752 -0.14
O 5.670 -4.471 -3.974 -0.0669 0.5313 0.1462 0.07
C 5.228 -3.317 -3.398 -0.1711 -0.0018 0.3883 -0.54
O 4.761 -3.247 -2.308 0.1025 -0.0428 -0.2224 0.17
O 5.392 -2.255 -4.239 -0.0330 -0.7130 0.2022 0.03
H 5.868 -2.231 -6.258 -0.0986 0.1296 0.2332 0.11
H 7.229 -2.455 -5.143 -0.0220 -0.0336 0.0409 0.14
H 5.071 -4.462 -5.943 0.0294 -0.0007 0.0885 0.12
H 6.804 -4.745 -5.698 -0.1243 -0.1288 0.1510 0.13
C 0.479 5.259 6.613 -0.0287 -0.5178 0.4016 -0.13
C 0.645 6.705 6.993 -0.0195 0.1989 0.4279 -0.14
O 1.155 7.290 5.799 -0.0624 -0.1742 -0.1554 0.05
C 0.773 6.492 4.761 -0.0160 -0.2119 -0.4974 -0.56
O 0.893 6.783 3.614 -0.0272 0.0689 0.2613 0.16
O 0.239 5.326 5.209 0.1263 0.5984 0.0173 0.06
H -0.353 4.784 7.127 -0.0067 -0.0878 -0.2594 0.12
H 1.385 4.673 6.790 -0.0391 -0.0173 -0.0767 0.14
H -0.306 7.184 7.243 0.0063 -0.0157 -0.0420 0.13
H 1.339 6.843 7.821 0.0784 0.1089 -0.1582 0.13
C 4.888 -3.427 -10.261 -0.2739 0.0572 -0.4914 -0.13
C 5.641 -2.589 -9.273 0.1634 0.7468 0.1656 -0.13
O 5.782 -3.461 -8.149 -0.0408 -0.8352 -0.5110 0.02
C 5.689 -4.739 -8.618 0.0987 -0.4023 0.0964 -0.54
O 5.928 -5.714 -7.974 -0.0613 0.3713 -0.2991 0.15
O 5.291 -4.756 -9.916 0.1407 0.0751 0.4925 0.07
H 5.151 -3.195 -11.289 0.0535 -0.2313 0.0567 0.13
H 3.805 -3.343 -10.142 0.0422 -0.0223 0.0599 0.13
H 6.635 -2.311 -9.631 -0.0363 -0.0401 -0.0077 0.14
H 5.102 -1.689 -8.997 0.0918 -0.1675 0.2410 0.12
C 0.519 -0.886 5.966 -0.3735 -0.4893 -0.4689 -0.13
C 1.162 -1.066 7.310 0.0643 -0.6099 0.4841 -0.13
O 2.199 -0.089 7.302 -0.1663 0.2672 -0.3110 0.07
C 1.830 0.872 6.405 -0.0293 0.4371 -0.3003 -0.54
O 2.383 1.915 6.264 0.0593 -0.2343 0.4527 0.15
O 0.747 0.485 5.684 0.5704 0.0247 0.4931 0.03
H -0.549 -1.104 5.982 0.0202 0.1797 -0.0854 0.13
H 0.994 -1.493 5.191 0.0064 0.0273 0.0148 0.13
H 0.480 -0.848 8.131 0.0628 0.0186 -0.0556 0.11
H 1.571 -2.068 7.444 0.2109 0.1379 -0.0254 0.13
C -6.948 -1.028 0.859 -0.5953 -0.1182 0.1241 -0.12
C -5.824 -1.840 1.443 0.0178 -0.5191 0.5900 -0.12
O -4.705 -1.454 0.647 -0.3250 0.5172 -0.2627 0.05
C -4.980 -0.226 0.132 0.5864 -0.0201 -0.0769 -0.55
O -4.193 0.456 -0.441 -0.2630 -0.1003 -0.0111 0.16
O -6.278 0.124 0.358 0.2847 -0.0904 -0.0112 0.05
H -7.694 -0.751 1.602 0.1098 0.1985 -0.0439 0.14
H -7.445 -1.537 0.028 0.0609 0.0188 -0.0170 0.13
H -5.621 -1.583 2.486 -0.0269 0.0809 -0.1126 0.12
H -6.001 -2.913 1.370 0.1872 0.0273 -0.1541 0.13
C 1.293 -0.066 -10.114 -0.5296 0.1375 0.3961 -0.11
C 1.307 0.189 -11.596 -0.4687 0.1474 -0.3150 -0.12
O 2.701 0.225 -11.897 0.1899 -0.2291 0.3561 0.07
C 3.342 -0.478 -10.930 0.2138 0.0707 -0.0551 -0.54
O 4.494 -0.784 -10.969 -0.3580 0.2792 -0.2686 0.15
O 2.504 -0.791 -9.910 0.2875 0.0392 -0.3973 0.06
H 0.431 -0.650 -9.797 0.1932 -0.1131 0.0754 0.14
H 1.330 0.856 -9.529 0.0528 -0.0379 -0.0296 0.14
H 0.843 -0.620 -12.166 0.0567 -0.0008 0.0321 0.13
H 0.827 1.129 -11.864 0.2166 0.0098 -0.0722 0.14
C -4.948 2.886 1.577 0.3590 0.4790 -0.6358 -0.12
C -6.203 3.449 2.180 -0.2035 0.5295 -0.1192 -0.13
O -6.769 2.313 2.841 0.3171 -0.4786 0.2114 0.06
C -5.754 1.448 3.097 0.1605 0.1130 -0.1123 -0.57
O -5.858 0.474 3.786 -0.0735 0.0640 -0.0813 0.13
O -4.614 1.826 2.474 -0.7495 -0.2592 0.4011 0.05
H -4.144 3.618 1.525 0.0929 -0.2000 0.1461 0.14
H -5.110 2.466 0.581 0.0280 -0.0009 0.1283 0.12
H -6.001 4.225 2.921 -0.0134 -0.0512 -0.0187 0.13
H -6.883 3.844 1.431 -0.1289 -0.1798 0.1610 0.11
C -7.246 5.686 -2.229 -0.4511 -0.1068 -0.3550 -0.13
C -5.870 6.149 -2.626 0.2406 0.0577 -0.5450 -0.12
O -5.309 6.571 -1.386 -0.3509 -0.1918 0.2408 0.07
C -5.968 5.915 -0.398 0.2925 0.0879 0.2992 -0.54
O -5.637 5.911 0.745 -0.1096 0.0267 -0.2322 0.17
O -7.058 5.259 -0.883 0.3018 0.1777 0.0682 0.05
H -7.607 4.867 -2.850 0.0057 -0.0746 0.2086 0.13
H -7.981 6.494 -2.244 0.0493 0.0003 0.0342 0.13
H -5.257 5.342 -3.035 -0.0271 0.0036 0.0627 0.14
H -5.895 6.971 -3.341 0.1147 0.0726 0.1784 0.13
C -3.714 0.665 8.011 -0.5821 -0.1450 -0.0857 -0.12
C -2.606 -0.110 8.673 -0.0327 -0.4500 0.3323 -0.12
O -1.440 0.375 8.011 -0.4136 0.4736 -0.1059 0.03
C -1.739 1.614 7.520 0.3145 0.4865 -0.3490 -0.52
O -0.944 2.368 7.059 -0.2420 -0.2020 0.3594 0.18
O -3.069 1.876 7.629 0.3569 -0.2087 0.1178 0.07
H -4.546 0.864 8.685 0.0699 0.1855 -0.0695 0.13
H -4.095 0.169 7.114 0.0513 0.0204 0.0089 0.14
H -2.522 0.108 9.741 0.0012 0.0354 -0.0399 0.13
H -2.710 -1.186 8.538 0.1835 0.0509 -0.0816 0.14

Repeat the second record exactly.
14
Properties=species:S:1:pos:R:3:forces:R:3:lowdin_charge:R:1 method="wB97M-V/def2-TZVPD" gap_ev=10.442 e_above_lowest_ev=0.424 e_homo_ev=-9.6622 total_energy_ev=-8731.2557
H -2.269 -1.363 -1.667 0.0184 0.0626 0.0347 0.06
N -1.717 -0.630 -1.230 0.1093 -0.2310 0.1315 0.14
C -0.899 -1.122 -0.381 -0.0711 0.1972 -0.1052 -0.47
C -0.846 -2.559 -0.085 -0.1084 -0.9644 0.0970 -0.14
N -0.881 -3.701 0.090 0.1011 1.1075 -0.1080 0.16
N 0.008 -0.367 0.293 -0.0976 -0.1343 0.0597 0.01
C 0.054 1.079 0.148 -0.0115 0.1117 -0.0645 -0.25
C 1.473 1.557 0.411 0.0541 0.0131 0.0032 -0.10
H 0.492 -0.779 1.076 -0.0673 -0.0190 -0.1350 0.14
H -0.244 1.318 -0.876 0.0143 -0.0962 0.1379 0.11
H -0.683 1.557 0.810 0.1744 -0.0556 -0.0760 0.12
H 2.147 1.052 -0.288 0.0095 0.1199 0.1202 0.08
H 1.796 1.323 1.433 -0.0504 0.0429 -0.1349 0.07
H 1.569 2.637 0.266 -0.0748 -0.1543 0.0395 0.07